Entry 1:
ORCA calculation (ωB97M-V/def2-TZVPD) on a cluster of 3 separate species, C5H15N2 in total in a non-equilibrium geometry.

```
! RIJCOSX wB97M-V def2-TZVPD def2/J DEFGRID3
* xyz 1 1
C -2.71317 -0.35914 3.23974
C -0.28406 -1.91616 0.26326
C 0.04774 -0.65640 0.48394
C 0.57856 0.33906 -2.42587
N 1.58845 1.36541 -2.50512
C 2.83503 0.98894 -1.86190
N -2.29246 0.96193 2.77288
H -2.21857 -1.17294 2.68677
H -3.78972 -0.45179 3.09698
H -1.29690 -2.23888 0.00835
H 0.42520 -2.70258 0.52564
H 0.37064 0.08985 -1.36110
H 1.12993 -0.47039 0.36644
H 0.86527 -0.59365 -2.92193
H -0.32837 0.74456 -2.86405
H 1.73660 1.60140 -3.47794
H 2.67632 0.91818 -0.78509
H 3.25369 0.06454 -2.29626
H 3.57296 1.78228 -1.97567
H -1.30240 1.11451 2.96469
H -2.48840 -0.43575 4.30403
H -2.36634 1.02701 1.76220
*
```

Computed properties:
Energy above the lowest of the compared OMol25 structures with the same formula, charge and spin, eV: 8.074

Here are the Löwdin charges for atoms 1 to 8, given in e: -0.166 0.061 0.222 -0.113 -0.130 -0.114 -0.015 0.051


Entry 2:
ORCA calculation (ωB97M-V/def2-TZVPD) on a cluster of 2 separate species, C5H15N2 in total in a non-equilibrium geometry.

```
! RIJCOSX wB97M-V def2-TZVPD def2/J DEFGRID3
* xyz 1 1
N 1.94197 0.24202 1.57623
C 1.59561 0.67111 0.24353
C 2.85716 1.21046 -0.46456
C 1.05687 -0.58748 -0.46316
N -0.08267 -0.99688 0.20167
C -0.67222 -2.20264 -0.27854
C -4.10621 1.07506 -0.03999
H -4.07594 2.14593 -0.23225
H 1.47685 -0.62078 1.84436
H 1.71263 0.90908 2.30410
H 0.74486 1.36268 0.15766
H 2.63399 1.68006 -1.42016
H 3.57648 0.39785 -0.53067
H 3.25340 1.99136 0.18376
H 1.87781 -1.35575 -0.47258
H 0.96010 -0.47254 -1.55869
H -1.51334 -2.45893 0.36915
H 0.00674 -3.06084 -0.15045
H -0.99161 -2.12870 -1.32368
H -3.16626 0.81562 0.45309
H -4.92214 0.79111 0.61476
H -4.16410 0.59220 -1.01358
*
```

Computed properties:
Energy above the lowest of the compared OMol25 structures with the same formula, charge and spin, eV: 5.298

Here are the Löwdin charges for atoms 1 to 8, given in e: 0.112 -0.429 -0.035 -0.198 0.204 -0.028 -0.047 0.020


Entry 3:
ORCA calculation (ωB97M-V/def2-TZVPD) on a structure of composition C5H15N2 in a non-equilibrium geometry.

```
! RIJCOSX wB97M-V def2-TZVPD def2/J DEFGRID3
* xyz 1 1
C 1.31233 -1.41749 -0.70333
C 1.71584 1.04054 -0.08078
C -2.05262 -0.88040 0.32645
C -1.21428 1.62904 -0.20835
C 0.76527 -0.15110 0.01070
N 0.48631 -0.48271 1.38705
N -0.74127 0.24801 -0.48022
H 1.48389 -1.10366 -1.74583
H 2.30756 -1.65314 -0.37828
H 0.67855 -2.30389 -0.70692
H 2.53936 0.84807 0.48688
H 2.04703 1.04704 -1.13037
H 1.26560 1.93603 0.13753
H -2.92669 -0.35097 0.48189
H -1.91446 -1.64375 -0.41367
H -1.76388 -1.25081 1.29750
H -2.21716 1.82423 -0.70583
H -1.29650 1.79454 0.82863
H -0.51378 2.36172 -0.61223
H 0.77931 -0.00838 2.18377
H 0.34399 -1.51629 1.38752
H -1.08444 0.03338 -1.36212
*
```

Computed properties:
Energy above the lowest of the compared OMol25 structures with the same formula, charge and spin, eV: 2.921

Here are the Löwdin charges for atoms 1 to 8, given in e: -0.007 0.008 0.184 -0.050 -0.489 0.069 -0.005 0.094


Entry 4:
ORCA calculation (ωB97M-V/def2-TZVPD) on a cluster of 3 separate species, C5H15N2 in total in a non-equilibrium geometry.

```
! RIJCOSX wB97M-V def2-TZVPD def2/J DEFGRID3
* xyz 1 1
C 3.63433 -0.27172 0.25682
C 0.70112 -1.22420 -0.48213
C 0.25152 -0.15499 0.15216
C -2.37677 0.28680 -1.27486
N -3.40586 0.62700 -0.32263
C -3.22323 0.11141 1.04551
N 3.97595 1.12907 0.25054
H 4.32032 -0.99531 0.70954
H 2.58447 -0.31738 0.57620
H 1.24743 -1.06393 -1.40964
H 0.52317 -2.24565 -0.15110
H -1.36693 0.43920 -0.76947
H -0.61830 -0.34740 0.78903
H -2.58483 -0.72832 -1.61350
H -2.59192 0.97007 -2.09502
H -3.66012 1.59711 -0.18452
H -2.83212 -0.90213 0.98394
H -4.19796 0.03758 1.52789
H -2.59214 0.76113 1.66239
H 4.95015 1.27197 0.01851
H 3.46009 -0.56831 -0.80313
H 3.80166 1.58800 1.13346
*
```

Computed properties:
Energy above the lowest of the compared OMol25 structures with the same formula, charge and spin, eV: 8.389

Here are the Löwdin charges for atoms 1 to 8, given in e: -0.213 0.044 0.205 -0.076 -0.094 -0.099 -0.038 0.086


Entry 5:
ORCA calculation (ωB97M-V/def2-TZVPD) on the ion C5H15N2 with charge +1 in a non-equilibrium geometry.

```
! RIJCOSX wB97M-V def2-TZVPD def2/J DEFGRID3
* xyz 1 1
N 1.21754 0.07204 1.67267
C 1.49746 -0.81873 0.46703
C 0.62580 -2.02981 0.60380
C 1.10183 0.07333 -0.73597
N 0.03469 0.99286 -0.44550
C -1.33169 0.46219 -0.50753
C -2.29028 1.46390 -1.11523
H 1.62274 0.98708 1.65506
H 0.22743 0.34538 1.55860
H 1.35056 -0.32949 2.59987
H 2.57296 -0.88977 0.43760
H -0.41077 -1.79448 0.44997
H 0.67504 -2.61354 1.51367
H 0.84121 -2.75501 -0.18542
H 1.99651 0.61504 -0.99094
H 0.95578 -0.59259 -1.58790
H 0.12108 1.81795 -1.02027
H -1.39689 -0.49434 -1.02950
H -1.72721 0.25899 0.49792
H -2.22165 2.43385 -0.64502
H -3.33213 1.17038 -1.00886
H -2.13002 1.62479 -2.18405
*
```

Computed properties:
SMILES string: CCNC[C@H](C)[NH3+]
Energy above the lowest of the compared OMol25 structures with the same formula, charge and spin, eV: 0.747

Here are the Löwdin charges for atoms 1 to 8, given in e: 0.203 -0.283 -0.034 -0.185 -0.079 -0.283 -0.084 0.158


Entry 6:
ORCA calculation (ωB97M-V/def2-TZVPD) on a cluster of 2 separate species, C5H15N2 in total in a non-equilibrium geometry.

```
! RIJCOSX wB97M-V def2-TZVPD def2/J DEFGRID3
* xyz 1 1
C -0.72861 -1.67356 -1.49460
C -0.61727 1.44047 -0.90231
C 0.59041 -1.15315 -1.00787
C -0.57810 0.14548 1.20080
C 0.18347 0.59948 0.02152
N 0.37131 -0.02088 2.33447
N 1.43898 1.10739 0.33966
H -1.03479 -2.58810 -1.00301
H -0.68413 -1.89690 -2.47049
H -1.54792 -0.94506 -1.31927
H -1.69779 1.39637 -0.80476
H -0.20186 2.51091 -0.77781
H -0.30131 1.17441 -1.86196
H 0.95260 -1.75335 -0.29023
H 1.21530 -0.74335 -1.73708
H -0.97752 -0.83698 1.05815
H -1.39196 0.81034 1.63322
H 0.88142 -0.86509 2.11142
H -0.07564 -0.04858 3.15545
H 1.76976 1.73184 -0.40017
H 2.15784 0.40168 0.48492
H 1.00896 0.83495 2.36114
*
```

Computed properties:
Energy above the lowest of the compared OMol25 structures with the same formula, charge and spin, eV: 3.066

Here are the Löwdin charges for atoms 1 to 8, given in e: -0.115 -0.034 -0.052 -0.121 -0.500 0.199 0.048 0.082


Entry 7:
ORCA calculation (ωB97M-V/def2-TZVPD) on the ion C5H15N2 with charge +1 in a non-equilibrium geometry.

```
! RIJCOSX wB97M-V def2-TZVPD def2/J DEFGRID3
* xyz 1 1
C -1.49817 0.61846 0.01866
N -1.85113 -0.47350 -0.99891
C -1.34058 -1.83869 -0.78141
C -0.20428 1.32525 -0.33396
N 0.89475 0.34406 -0.32331
C 1.45901 -0.29038 0.87421
C 2.63517 0.42919 1.52758
H -1.40671 0.02177 0.92148
H -2.33680 1.30744 0.05908
H -1.42667 -0.11750 -1.86302
H -1.47496 -2.43552 -1.68550
H -1.90863 -2.37556 -0.02588
H -0.27419 -1.80721 -0.60515
H -0.08189 2.03376 0.49277
H -0.22078 1.72003 -1.34683
H 1.64547 0.86558 -0.76373
H -2.83197 -0.44597 -1.27977
H 1.73601 -1.28058 0.50438
H 0.69618 -0.52420 1.62384
H 2.30504 1.41040 1.86867
H 2.89428 -0.06179 2.46625
H 3.46085 0.36999 0.82358
*
```

Computed properties:
SMILES string: CCNCC[NH2+]C
Energy above the lowest of the compared OMol25 structures with the same formula, charge and spin, eV: 1.324

Here are the Löwdin charges for atoms 1 to 8, given in e: -0.096 0.008 -0.001 -0.187 -0.097 -0.291 -0.072 0.121


Entry 8:
ORCA calculation (ωB97M-V/def2-TZVPD) on the ion C5H15N2 with charge +1 in a non-equilibrium geometry.

```
! RIJCOSX wB97M-V def2-TZVPD def2/J DEFGRID3
* xyz 1 1
N 2.29324 2.66250 0.33790
C 1.08174 2.20441 -0.52497
C 1.02455 0.62613 -0.54220
N -0.28658 0.21931 0.14875
C -0.51094 -1.16080 0.70708
C -1.90168 -1.82190 0.54063
C -1.71573 -2.83923 -0.55012
H -0.29817 0.81574 1.00107
H 2.05770 3.64528 0.53455
H 3.15225 2.59978 -0.27620
H 1.09183 2.53276 -1.54207
H 0.08522 2.60007 -0.13175
H 1.77278 0.00222 0.08138
H 0.89984 0.34574 -1.59193
H -0.99075 0.63418 -0.54425
H 0.42437 -1.74622 0.49413
H -0.28466 -0.86238 1.75665
H -2.07685 -2.25956 1.58644
H -2.68970 -1.09735 0.26916
H -2.49844 -3.59823 -0.78632
H -1.69397 -2.34092 -1.63304
H -0.86577 -3.49536 -0.40695
*
```

Computed properties:
SMILES string: CCC[NH2+]CCN
Energy above the lowest of the compared OMol25 structures with the same formula, charge and spin, eV: 2.406

Here are the Löwdin charges for atoms 1 to 8, given in e: -0.005 -0.215 -0.104 -0.018 -0.157 -0.219 -0.140 0.167


Entry 9:
ORCA calculation (ωB97M-V/def2-TZVPD) on the ion C5H15N2 with charge +1 in a non-equilibrium geometry.

```
! RIJCOSX wB97M-V def2-TZVPD def2/J DEFGRID3
* xyz 1 1
C 0.82927 -1.10287 -0.83766
N 0.20187 -0.36333 -1.96395
C -0.39160 -1.46465 -2.83739
C -0.07726 -0.71810 0.53398
N -0.77549 0.58121 0.45323
C 0.10738 1.57559 1.20069
C -0.05700 1.65223 2.71844
H 1.78111 -0.71288 -0.56673
H 0.96846 -2.24481 -0.93317
H 0.89432 0.17269 -2.54722
H -1.07365 -1.96223 -2.14258
H 0.50406 -2.14837 -3.01812
H -1.13339 -1.37606 -3.50020
H 0.52158 -0.82488 1.32778
H -0.73054 -1.54689 0.62996
H -1.69523 0.64931 0.89937
H -0.83438 0.89712 -0.54437
H -0.04985 2.64763 0.72978
H 1.17097 1.40532 1.07505
H -0.23356 2.64730 2.98361
H -0.75117 0.84272 3.07035
H 0.82410 1.39395 3.26915
*
```

Computed properties:
SMILES string: CC[NH2+]CCNC
Energy above the lowest of the compared OMol25 structures with the same formula, charge and spin, eV: 2.960

Here are the Löwdin charges for atoms 1 to 8, given in e: -0.151 -0.136 -0.074 -0.095 0.051 -0.186 -0.061 0.088


Entry 10:
ORCA calculation (ωB97M-V/def2-TZVPD) on the ion C5H15N2 with charge +1 in a non-equilibrium geometry.

```
! RIJCOSX wB97M-V def2-TZVPD def2/J DEFGRID3
* xyz 1 1
C 0.64006 0.36670 -1.22913
N -0.73713 0.33809 -0.75538
C -1.22673 1.44470 0.09296
C -2.66234 1.33928 0.55373
C 1.56365 0.09347 -0.03335
N 0.90470 -1.03131 0.72540
C 1.47198 -2.38407 0.55001
H 0.99937 1.25252 -1.77222
H 0.70542 -0.37530 -2.02766
H -1.33453 0.27231 -1.56592
H -0.96691 2.43544 -0.29769
H -0.54916 1.46086 0.96722
H -2.82880 2.13366 1.27289
H -3.29436 1.62013 -0.30076
H -2.92180 0.29985 0.74195
H 2.55398 -0.28562 -0.27638
H 1.74865 0.95536 0.60212
H 0.81296 -0.81175 1.72328
H -0.11978 -0.84435 0.31214
H 1.07935 -2.76071 -0.39605
H 2.54844 -2.27320 0.41177
H 1.28938 -3.07175 1.36544
*
```

Computed properties:
SMILES string: CCNCC[NH2+]C
Energy above the lowest of the compared OMol25 structures with the same formula, charge and spin, eV: 1.061

Here are the Löwdin charges for atoms 1 to 8, given in e: -0.186 -0.102 -0.277 -0.070 -0.108 -0.044 0.000 0.135


Entry 11:
ORCA calculation (ωB97M-V/def2-TZVPD) on the ion C5H15N2 with charge +1 in a non-equilibrium geometry.

```
! RIJCOSX wB97M-V def2-TZVPD def2/J DEFGRID3
* xyz 1 1
C 1.70408 -1.74757 -1.14604
C 0.78405 -0.81507 -0.36719
C -0.16976 -0.06772 -1.30235
C -1.40941 0.47357 -0.58218
C -1.58307 0.83263 2.04397
N -0.93564 1.14524 0.72613
N 1.52275 0.19827 0.40652
H 1.11627 -2.37067 -1.82105
H 2.28343 -2.37984 -0.47860
H 2.40218 -1.17884 -1.76179
H 0.23359 -1.40132 0.37382
H -0.38161 -0.63085 -2.20359
H 0.38596 0.82494 -1.61633
H -1.80654 1.30986 -1.14471
H -2.20608 -0.22208 -0.34492
H -2.63446 0.64119 1.83128
H -1.10464 -0.02206 2.50273
H -1.57304 1.73392 2.64808
H -0.98278 2.15484 0.62402
H 0.09468 0.92984 0.78467
H 2.06828 0.79070 -0.20931
H 2.19175 -0.19900 1.03685
*
```

Computed properties:
SMILES string: C[NH2+]CC[C@@H](C)N
Energy above the lowest of the compared OMol25 structures with the same formula, charge and spin, eV: 0.306

Here are the Löwdin charges for atoms 1 to 8, given in e: -0.047 -0.431 -0.131 -0.083 0.014 -0.023 0.029 0.087


no.,E_HOMO (eV),lowest unoccupied orbital energy (eV),E (eV)
1,-12.71,-8.6375,-8394.6026
2,-14.11,-8.5974,-8397.3784
3,-13.71,-3.4127,-8399.7551
4,-12.34,-8.2873,-8394.2878
5,-13.52,-3.1866,-8401.9294
6,-12.23,-3.4539,-8399.6101
7,-12.89,-3.2002,-8401.3527
8,-13.76,-3.1516,-8400.2707
9,-13.64,-2.8237,-8399.7166
10,-13.98,-2.8680,-8401.6158
11,-14.14,-2.8054,-8402.3701